1.
This record from OMol25 describes a cluster of 5 separate species, C50H65FN5O16P in total. The level of theory is ωB97M-V/def2-TZVPD.

The geometry in XYZ format:
```
138
Properties=species:S:1:pos:R:3:forces:R:3
C -3.974 -1.040 -1.172 1.3 -0.7 3.6
C -3.566 -1.403 0.241 -0.5 1.4 -4.0
C -2.377 -0.564 1.066 0.7 1.4 0.9
C -2.794 0.880 1.790 4.5 -4.1 -1.0
P -4.621 1.390 1.653 -2.9 3.1 1.1
N -5.086 2.592 2.664 1.2 -1.5 -2.4
O -5.762 0.078 2.029 3.8 0.9 -0.7
O -4.928 2.027 0.023 1.5 -0.2 2.5
C -1.567 1.675 2.525 1.2 -1.6 -0.4
C -1.954 3.156 3.199 -0.2 -0.1 -1.0
C -2.582 3.033 4.708 0.8 0.1 0.9
C -2.919 4.495 5.410 -0.8 2.6 1.2
C -1.852 5.740 5.297 -3.7 1.0 2.4
C -2.206 7.191 6.015 -2.8 -2.6 0.8
C -3.615 7.420 6.877 1.2 -4.3 -2.3
C -4.671 6.129 6.972 3.4 -0.6 -1.7
C -4.326 4.666 6.264 2.8 3.5 -0.4
C 0.002 1.086 2.624 -3.6 -1.1 -1.4
C 0.999 2.049 3.454 -0.5 1.3 0.6
C 2.535 1.636 3.676 0.1 -2.2 -1.1
N 3.344 2.594 4.528 1.8 -0.7 -1.9
C 3.481 3.964 3.903 0.4 2.3 0.7
C 2.962 5.055 5.059 -0.1 -0.6 -0.5
C 4.768 2.065 4.641 3.3 -1.0 6.0
C 5.730 1.656 3.362 -1.2 -0.7 -0.5
O 5.305 1.917 5.882 -3.6 1.0 -7.8
C 0.347 -0.387 1.923 -0.8 -0.1 -0.3
N 1.736 -0.951 2.036 -2.7 -4.3 -3.1
C 1.914 -2.277 1.374 -2.2 3.1 0.9
F 3.263 -2.929 1.482 -4.8 2.3 -0.4
C 0.706 -2.993 0.567 -1.0 -0.4 -0.3
C 1.060 -4.476 -0.123 -0.7 0.4 0.8
C 2.335 -4.426 -1.152 -0.4 -0.2 0.5
C 1.968 -5.005 -2.645 0.8 -0.7 0.9
N 3.198 -4.712 -3.523 -1.2 1.2 0.9
C 3.007 -3.317 -4.077 0.4 1.3 0.3
C 4.331 -2.352 -4.006 2.7 2.8 0.2
C 4.028 -0.708 -3.949 3.3 -0.4 -0.1
C 5.205 0.437 -3.896 1.2 -4.5 -0.3
C 6.780 -0.048 -3.897 -3.9 -3.2 -0.1
C 7.092 -1.672 -3.933 -2.6 1.7 0.0
C 5.897 -2.839 -4.004 -1.0 3.4 0.2
O 6.244 -4.271 -4.074 0.0 3.4 1.5
N -0.702 -2.514 0.394 6.6 3.0 3.9
C -0.828 -1.197 1.126 -1.6 1.1 0.1
H -5.009 -1.403 -1.629 2.6 0.4 1.2
H -3.283 -0.382 -1.890 -1.7 -1.2 2.1
H -4.112 -2.348 0.700 1.2 2.4 -0.6
H -5.408 3.433 2.121 0.4 -1.2 0.8
H -5.263 -0.706 2.415 -0.7 1.3 -0.8
H -4.617 2.997 0.116 -0.7 -2.2 -0.1
H -2.697 3.648 2.404 1.4 -1.1 2.1
H -1.048 3.892 3.259 -1.4 -1.8 -0.2
H -3.486 2.288 4.748 1.6 1.8 -0.2
H -1.724 2.554 5.386 -1.8 0.9 -1.4
H -0.825 5.667 4.736 -2.3 0.0 1.2
H -1.466 8.116 5.985 -1.6 -2.3 -0.1
H -3.826 8.466 7.376 0.3 -2.5 -1.2
H -5.666 6.241 7.588 2.4 -0.2 -1.5
H -5.073 3.745 6.361 1.8 2.3 -0.3
H 0.976 3.123 2.933 0.0 -2.4 1.0
H 0.507 2.233 4.527 1.0 -0.5 -2.3
H 2.558 0.564 4.200 0.0 2.4 -1.0
H 3.043 1.470 2.617 -1.1 0.4 2.0
H 2.920 4.109 2.887 0.9 -0.5 1.9
H 4.617 4.258 3.708 -2.3 -0.9 0.3
H 3.868 5.274 5.782 -2.0 -0.3 -1.5
H 2.536 6.052 4.557 1.0 -2.2 1.2
H 2.132 4.487 5.671 1.6 1.4 -1.2
H 6.800 1.304 3.681 -2.3 1.0 -0.3
H 5.787 2.483 2.526 -0.2 -1.5 1.9
H 5.193 0.722 2.849 1.2 2.0 1.1
H 1.264 -5.227 0.777 -0.4 1.7 -1.9
H 0.076 -4.880 -0.665 2.1 1.2 1.2
H 2.747 -3.332 -1.205 -0.8 -2.0 -0.1
H 3.194 -5.098 -0.688 -1.7 1.4 -1.1
H 0.968 -4.597 -3.096 2.0 -0.5 0.8
H 1.866 -6.170 -2.556 0.1 2.1 -0.2
H 3.986 -4.680 -2.831 -0.8 0.0 -1.1
H 2.655 -3.345 -5.202 0.6 0.0 2.3
H 2.176 -2.785 -3.404 1.7 -0.7 -1.8
H 2.897 -0.335 -3.969 2.7 -1.1 0.0
H 4.977 1.586 -3.891 0.3 -2.6 0.0
H 7.614 0.778 -3.878 -1.7 -2.1 0.0
H 8.244 -1.975 -3.902 -2.9 0.5 -0.1
H 6.575 -4.510 -3.138 -0.8 0.8 -1.9
C 4.866 -9.586 -3.322 -0.5 0.1 0.0
C 5.748 -8.355 -3.340 -0.4 -1.3 -0.5
C 6.985 -8.490 -2.505 0.6 -0.7 -0.2
O 7.270 -7.146 -2.160 -0.9 1.1 0.2
C 6.074 -6.482 -2.175 -0.4 0.7 0.5
O 5.905 -5.354 -1.745 0.3 -2.1 -0.3
O 5.092 -7.254 -2.732 0.9 1.3 0.9
H 3.960 -9.411 -3.912 0.2 -0.1 0.0
H 5.389 -10.454 -3.734 0.0 0.2 0.0
H 4.535 -9.823 -2.305 0.2 0.1 -0.1
H 5.988 -8.077 -4.373 0.1 0.0 0.1
H 7.817 -8.931 -3.061 0.0 0.2 0.2
H 6.831 -9.060 -1.581 -0.1 0.0 -0.1
C -4.141 -0.140 -5.215 0.0 -0.3 0.4
C -2.751 0.441 -5.373 -1.5 0.1 0.1
C -2.289 0.514 -6.797 -0.5 0.5 -0.7
O -0.880 0.451 -6.663 0.6 -0.5 0.8
C -0.632 -0.236 -5.507 2.0 -0.8 0.7
O 0.465 -0.646 -5.170 -2.3 0.8 -0.7
O -1.778 -0.404 -4.781 1.2 0.0 -0.4
H -4.405 -0.209 -4.154 0.0 0.1 -0.2
H -4.889 0.477 -5.722 0.2 0.0 0.1
H -4.193 -1.159 -5.615 0.1 0.2 -0.1
H -2.693 1.419 -4.880 0.1 0.0 -0.1
H -2.589 1.445 -7.285 0.2 -0.1 0.0
H -2.617 -0.333 -7.409 -0.1 0.0 0.2
C 1.519 -2.001 -8.322 -0.3 0.3 -0.1
C 0.903 -3.373 -8.143 0.9 1.2 0.4
C 1.786 -4.493 -8.605 0.8 -0.2 0.4
O 0.849 -5.501 -8.941 -1.0 0.2 -0.3
C -0.305 -4.855 -9.288 -1.9 -1.1 -1.1
O -1.265 -5.392 -9.815 2.1 1.2 1.2
O -0.239 -3.527 -8.970 -0.4 -1.1 -0.4
H 0.812 -1.224 -8.010 0.2 -0.1 0.1
H 2.435 -1.897 -7.733 -0.2 0.0 0.0
H 1.751 -1.804 -9.374 0.0 -0.2 0.1
H 0.588 -3.513 -7.102 0.1 -0.1 0.0
H 2.463 -4.840 -7.820 -0.2 -0.1 -0.1
H 2.370 -4.250 -9.500 -0.1 0.2 0.1
C -10.972 6.865 8.126 -0.3 0.3 -0.3
C -9.556 6.812 7.591 -1.2 -0.5 0.4
C -8.509 6.811 8.663 0.1 -0.6 0.7
O -7.395 7.385 8.002 -0.2 0.7 -0.6
C -7.902 8.193 7.023 1.3 1.9 -1.6
O -7.245 8.993 6.378 -1.5 -1.9 1.6
O -9.245 7.989 6.864 1.1 0.3 0.0
H -11.688 6.908 7.298 0.1 -0.1 0.1
H -11.198 5.987 8.738 0.1 0.1 -0.1
H -11.136 7.766 8.727 0.2 -0.2 0.0
H -9.440 5.957 6.914 0.1 0.0 0.1
H -8.272 5.802 9.014 0.1 0.2 -0.1
H -8.762 7.439 9.524 -0.2 -0.1 -0.1
```
Positions in Å, forces in eV/Å.

Computed properties:
LUMO ... -1.79 eV
Frontier orbital gap ... 6.238 eV
SMILES string ... C=Cc1c(P(=N)(O)O)c(CCc2ccccc2)c(CCN(CC)C(C)=O)c2nc(F)c(CCCNCc3ccccc3O)nc12.C[C@@H]1COC(=O)O1.C[C@@H]1COC(=O)O1.C[C@@H]1COC(=O)O1.C[C@@H]1COC(=O)O1
HOMO level ... -8.033 eV
Relative energy (zero: lowest compared OMol25 entry of this formula, charge and spin) ... 850.4 kcal/mol

=====

2.
This record from OMol25 describes a structure of composition C50H68IrNO4PS2Se. The level of theory is ωB97M-V/def2-TZVPD.

The geometry in XYZ format:
```
128
Properties=species:S:1:pos:R:3:forces:R:3
Ir -0.999 -0.231 -1.239 0.1 0.0 0.0
C 6.066 2.084 -1.822 0.0 0.0 0.0
C 5.076 2.866 -2.699 0.0 0.0 0.0
C 5.235 2.418 -4.158 0.0 0.0 0.0
C 5.432 4.350 -2.613 0.0 0.0 0.0
C 3.651 2.586 -2.227 0.0 0.0 0.0
C 3.157 1.293 -2.230 0.0 0.0 0.0
C 1.873 1.034 -1.790 0.0 0.0 0.0
Se 1.291 -0.780 -1.711 0.1 0.0 0.0
C 1.729 -1.100 0.121 0.0 0.1 0.0
C 3.035 -1.459 0.431 0.0 0.0 0.0
C 3.420 -1.614 1.745 0.0 0.0 0.0
C 2.435 -1.379 2.713 0.0 0.0 0.0
C 1.127 -1.020 2.440 0.0 0.0 0.1
C 0.727 -0.894 1.075 0.0 0.0 0.0
O -0.531 -0.641 0.750 -0.1 0.0 -0.1
C 0.139 -0.727 3.569 0.0 0.0 0.0
C -0.326 0.732 3.444 0.0 0.0 0.0
C -1.036 -1.715 3.499 0.0 0.0 0.0
C 0.760 -0.875 4.962 0.0 0.0 0.0
C 4.834 -2.000 2.170 0.0 0.0 0.0
C 5.425 -0.897 3.059 0.0 0.0 0.0
C 4.793 -3.318 2.956 0.0 0.0 0.0
C 5.758 -2.186 0.966 0.0 0.0 0.0
C 0.984 2.012 -1.317 0.0 0.1 0.0
O -0.229 1.714 -0.887 0.1 0.0 0.1
C 1.485 3.349 -1.318 -0.1 -0.1 0.0
C 2.781 3.575 -1.765 0.0 0.0 0.0
C 0.642 4.518 -0.802 0.0 0.0 0.0
C 1.332 5.872 -0.996 0.0 0.0 0.0
C 0.408 4.338 0.704 0.0 0.0 0.0
C -0.692 4.582 -1.559 0.0 0.0 0.0
H 7.093 2.260 -2.152 0.0 0.0 0.0
H 5.874 1.011 -1.869 0.0 0.0 0.0
H 5.979 2.392 -0.778 0.0 0.0 0.0
H 6.253 2.611 -4.509 0.0 0.0 0.0
H 4.538 2.956 -4.803 0.0 0.0 0.0
H 5.036 1.352 -4.272 0.0 0.0 0.0
H 6.459 4.499 -2.954 0.0 0.0 0.0
H 5.362 4.721 -1.588 0.0 0.0 0.0
H 4.779 4.956 -3.243 0.0 0.0 0.0
H 3.765 0.465 -2.580 0.0 0.0 0.0
H 3.735 -1.604 -0.383 0.0 0.0 0.0
H 2.723 -1.479 3.750 0.0 0.0 0.0
H -0.696 0.954 2.446 0.0 0.0 0.0
H 0.514 1.401 3.648 0.0 0.0 0.0
H -1.117 0.944 4.169 0.0 0.0 0.0
H -1.479 -1.747 2.507 0.1 0.0 0.1
H -1.813 -1.438 4.217 0.0 0.0 0.0
H -0.688 -2.722 3.746 0.0 0.0 0.0
H 1.604 -0.197 5.107 0.0 0.0 0.0
H 1.094 -1.897 5.157 0.0 0.0 0.0
H 0.002 -0.629 5.709 0.0 0.0 0.0
H 4.823 -0.742 3.956 0.0 0.0 0.0
H 5.470 0.049 2.517 0.0 0.0 0.0
H 6.437 -1.164 3.375 0.0 0.0 0.0
H 4.171 -3.230 3.848 0.0 0.0 0.0
H 5.799 -3.606 3.272 0.0 0.0 0.0
H 4.381 -4.119 2.340 0.0 0.0 0.0
H 5.845 -1.267 0.383 0.0 0.0 0.0
H 5.402 -2.980 0.307 0.0 0.0 0.0
H 6.758 -2.460 1.311 0.0 0.0 0.0
H 3.139 4.593 -1.756 0.0 0.0 0.0
H 2.265 5.944 -0.433 0.0 0.0 0.0
H 0.666 6.656 -0.630 0.0 0.0 0.0
H 1.542 6.075 -2.048 0.0 0.0 0.0
H 1.363 4.337 1.236 0.0 0.0 0.0
H -0.092 3.397 0.909 0.0 -0.1 0.0
H -0.202 5.157 1.095 0.0 0.0 0.0
H -0.518 4.780 -2.619 0.0 0.0 0.0
H -1.314 5.388 -1.156 0.0 0.0 0.0
H -1.230 3.646 -1.473 0.0 -0.1 0.0
S -1.026 1.170 -5.828 0.0 0.0 0.0
C -1.050 0.675 -4.280 0.0 0.0 0.0
N -1.114 0.339 -3.166 -0.1 -0.1 0.0
C -5.768 1.267 -2.208 0.0 0.0 0.0
C -4.279 0.873 -2.248 0.0 0.0 0.0
C -3.532 2.159 -2.647 0.0 0.0 0.0
C -4.188 -0.215 -3.332 0.0 0.0 0.0
P -3.362 0.200 -0.732 0.0 0.0 0.0
C -4.205 -1.328 -0.165 0.0 0.0 -0.1
C -3.444 -2.189 0.622 0.1 -0.1 -0.1
C -3.993 -3.323 1.194 0.1 0.0 0.0
C -5.332 -3.622 0.987 0.0 0.0 0.0
C -6.108 -2.772 0.215 0.0 0.0 0.0
C -5.551 -1.631 -0.349 0.1 0.0 0.0
C -3.680 1.297 0.776 0.0 0.0 0.0
C -5.101 1.850 0.881 0.0 0.0 0.0
C -3.422 0.450 2.026 0.0 0.0 0.0
C -2.686 2.452 0.775 0.0 0.0 0.0
H -5.986 1.692 -3.193 0.0 0.0 0.0
H -6.014 2.024 -1.475 0.0 0.0 0.0
H -6.444 0.427 -2.088 0.0 -0.1 0.0
H -3.737 2.383 -3.697 0.0 0.0 0.0
H -2.455 2.083 -2.531 0.0 0.0 0.0
H -3.884 3.002 -2.048 0.0 0.0 0.0
H -4.482 0.226 -4.289 0.0 0.0 0.0
H -4.873 -1.034 -3.105 0.0 0.0 0.0
H -3.200 -0.636 -3.453 0.1 0.0 0.0
H -2.400 -1.960 0.785 0.1 -0.1 -0.1
H -3.365 -3.978 1.787 0.0 0.0 0.0
H -5.767 -4.513 1.424 0.0 0.0 0.0
H -7.156 -2.992 0.048 0.0 0.0 0.0
H -6.185 -0.988 -0.931 -0.1 0.1 -0.1
H -5.862 1.082 0.730 0.0 0.0 0.0
H -5.271 2.671 0.188 0.0 0.0 0.0
H -5.230 2.249 1.892 0.0 0.0 0.0
H -4.211 -0.285 2.192 0.0 0.1 0.0
H -3.391 1.122 2.889 0.0 0.0 0.0
H -2.466 -0.067 1.968 -0.1 0.1 0.0
H -2.829 3.120 -0.074 0.0 0.0 0.0
H -1.667 2.082 0.734 0.1 0.0 0.0
H -2.817 3.037 1.691 0.0 0.0 0.0
O -1.041 -8.602 0.475 0.0 0.0 0.0
C -0.705 -7.424 1.070 0.0 0.0 0.0
O -0.254 -7.443 2.184 0.0 0.0 0.0
C -0.922 -6.193 0.271 0.0 0.0 0.0
C -0.278 -5.024 0.670 0.0 0.0 0.0
C -0.443 -3.844 -0.030 -0.1 0.1 0.0
C -1.280 -3.778 -1.149 0.0 0.0 0.1
S -1.599 -2.362 -2.116 -0.2 0.1 0.0
C -1.932 -4.958 -1.544 0.0 0.0 0.0
C -1.751 -6.137 -0.853 0.0 0.0 0.0
H -1.278 -8.438 -0.444 0.0 0.0 0.0
H 0.362 -5.056 1.542 0.0 0.0 0.0
H 0.074 -2.957 0.300 0.0 0.0 0.0
H -2.606 -4.923 -2.390 0.0 0.0 0.0
H -2.317 -7.005 -1.180 0.0 0.0 0.0
```
Positions in Å, forces in eV/Å.

Computed properties:
Total charge ... -1
LUMO ... 2.28 eV
Frontier orbital gap ... 7.291 eV
HOMO level ... -5.013 eV
Relative energy (zero: lowest compared OMol25 entry of this formula, charge and spin) ... 0.0 kcal/mol

=====

3.
This record from OMol25 describes a structure of composition C50H69AsN4Si4Ti. The level of theory is ωB97M-V/def2-TZVPD.

The geometry in XYZ format:
```
129
Properties=species:S:1:pos:R:3:forces:R:3
Ti -0.339 0.292 -0.029 -1.8 -0.1 0.0
C -2.041 0.204 3.284 0.0 -0.1 0.1
C -0.561 0.125 3.341 0.1 0.0 0.0
C 0.009 0.178 4.616 -0.1 -0.1 0.0
C 1.366 0.160 4.774 0.2 0.0 0.0
C 2.153 0.085 3.632 0.0 0.0 0.2
C 1.546 0.025 2.402 0.0 0.0 -0.2
N 0.195 0.040 2.228 0.2 0.3 -0.1
C 2.368 -0.054 1.175 0.0 -0.2 0.1
C 3.752 -0.049 1.209 0.1 0.0 0.1
C 4.458 -0.105 0.025 0.1 0.0 0.0
C 3.768 -0.131 -1.171 0.1 0.0 0.0
C 2.387 -0.132 -1.148 0.0 -0.1 -0.1
N 1.701 -0.137 0.010 0.5 0.4 0.0
C 1.575 -0.077 -2.376 -0.1 -0.1 0.3
C 2.162 -0.128 -3.613 0.0 0.0 -0.2
C 1.361 -0.016 -4.744 0.1 0.0 0.0
C 0.016 0.152 -4.567 -0.1 0.0 0.0
C -0.533 0.180 -3.281 0.1 0.0 0.0
C -1.994 0.379 -3.175 -0.1 0.2 0.0
N 0.234 0.050 -2.187 0.3 0.1 0.0
H -2.466 -0.506 3.991 0.0 0.0 0.0
H -2.422 0.009 2.294 0.0 0.0 0.0
H -2.361 1.203 3.581 0.0 0.0 0.0
H -0.653 0.237 5.470 0.0 0.0 0.0
H 1.819 0.207 5.755 0.0 0.0 0.0
H 3.227 0.074 3.729 0.0 0.0 0.0
H 4.283 0.001 2.145 0.0 0.0 0.0
H 5.541 -0.106 0.034 0.0 0.0 0.0
H 4.307 -0.134 -2.104 0.0 0.0 0.0
H 3.227 -0.253 -3.724 0.0 0.0 0.0
H 1.797 -0.053 -5.734 0.0 0.0 0.0
H -0.652 0.263 -5.412 0.0 0.0 0.0
H -2.516 -0.434 -3.673 0.0 0.1 0.0
H -2.254 1.295 -3.701 0.0 0.1 0.0
H -2.330 0.444 -2.149 0.0 0.1 0.1
C -2.157 -2.747 -3.383 0.1 -0.1 -0.1
Si -3.206 -2.464 -1.845 0.0 0.2 0.0
C -4.158 -4.053 -1.632 -0.1 -0.2 0.1
C -4.515 -1.122 -2.023 -0.2 0.1 0.0
Si -1.820 -1.842 0.002 0.2 -0.3 0.0
Si -3.091 -2.681 1.864 -0.1 0.3 0.0
C -3.978 -4.306 1.634 -0.1 -0.1 -0.2
C -4.486 -1.440 2.133 -0.1 0.1 0.0
C -1.992 -2.976 3.363 0.1 0.0 0.1
Si 0.059 -3.342 -0.090 -0.3 -0.1 0.0
C 1.106 -3.324 -1.632 0.2 0.1 -0.2
C -0.815 -4.987 -0.135 0.0 -0.3 0.0
C 1.147 -3.388 1.423 0.2 0.0 0.2
H -2.697 -2.455 -4.290 0.0 -0.1 0.0
H -1.952 -3.818 -3.469 0.0 0.0 0.0
H -1.198 -2.231 -3.378 0.0 -0.1 0.0
H -4.505 -4.338 -2.631 0.0 0.0 0.0
H -5.039 -3.925 -1.005 0.0 0.0 -0.1
H -3.580 -4.885 -1.233 0.0 0.0 0.0
H -4.760 -0.926 -3.072 0.0 0.0 0.0
H -4.252 -0.172 -1.555 0.0 0.0 0.0
H -5.434 -1.470 -1.543 0.0 0.0 0.0
H -4.821 -4.236 0.952 0.0 0.0 0.1
H -4.376 -4.558 2.624 0.0 0.0 0.0
H -3.356 -5.137 1.312 0.0 0.0 0.0
H -5.386 -1.824 1.645 0.0 0.0 0.0
H -4.299 -0.447 1.719 -0.1 -0.1 0.0
H -4.725 -1.325 3.195 0.0 0.0 0.0
H -1.746 -4.041 3.405 0.0 0.0 0.0
H -2.524 -2.740 4.290 0.0 0.0 0.0
H -1.053 -2.426 3.358 0.0 0.0 0.0
H 0.485 -3.362 -2.528 0.0 0.0 0.0
H 1.728 -4.226 -1.623 0.0 0.0 0.0
H 1.782 -2.478 -1.724 0.1 0.0 0.0
H -1.492 -5.073 -0.985 0.0 0.0 0.0
H -1.371 -5.177 0.780 0.0 0.0 0.0
H -0.065 -5.781 -0.231 0.0 0.1 0.0
H 1.760 -2.502 1.575 0.0 0.0 0.0
H 1.831 -4.237 1.326 0.0 0.0 0.0
H 0.552 -3.545 2.323 0.0 0.0 0.0
C -0.610 8.268 2.214 0.0 0.0 0.0
C -1.119 6.892 1.886 0.0 0.1 0.0
C -2.320 6.701 1.223 0.0 0.0 0.0
C -2.819 5.445 0.887 0.0 0.0 0.0
C -4.129 5.463 0.134 0.1 0.0 0.0
C -2.077 4.299 1.253 0.0 0.1 -0.1
As -2.601 2.427 0.891 0.5 0.2 0.1
N -1.160 1.953 -0.356 0.6 0.4 0.0
C -0.428 3.009 -1.018 -0.3 -0.2 0.1
C 0.965 2.985 -1.055 0.1 0.1 0.1
C 1.689 3.955 -1.736 0.0 0.0 0.0
C 1.031 5.000 -2.365 0.0 0.0 0.0
C -0.353 5.076 -2.270 0.0 0.0 0.0
C -1.072 4.099 -1.602 0.0 0.0 -0.1
C -4.409 2.508 0.168 -0.2 -0.2 0.1
C -4.913 2.617 -1.126 -0.1 0.0 0.0
C -4.067 2.828 -2.343 0.0 -0.1 -0.1
C -6.294 2.604 -1.326 0.0 0.0 -0.1
C -7.194 2.500 -0.283 -0.1 0.0 0.0
C -8.679 2.508 -0.514 0.0 0.0 0.0
C -6.675 2.400 1.006 -0.1 0.0 0.0
C -5.315 2.398 1.255 0.0 0.0 0.0
C -4.881 2.310 2.704 0.0 0.0 -0.1
C -0.867 4.482 1.950 -0.1 0.0 0.1
C 0.002 3.360 2.450 0.0 0.1 0.0
C -0.407 5.759 2.240 0.0 0.0 0.0
H -1.272 9.040 1.827 0.0 0.0 0.0
H 0.384 8.425 1.791 0.0 0.0 0.0
H -0.529 8.402 3.294 0.0 0.0 0.0
H -2.899 7.572 0.936 0.0 0.0 0.0
H -4.392 6.493 -0.099 0.0 0.0 0.0
H -4.947 5.038 0.716 0.0 0.0 0.0
H -4.085 4.914 -0.804 0.0 0.1 0.0
H 1.516 2.254 -0.479 0.0 -0.1 0.0
H 2.771 3.907 -1.743 0.0 0.0 0.0
H 1.588 5.761 -2.895 0.0 0.0 0.0
H -0.882 5.915 -2.706 0.0 0.0 0.0
H -2.144 4.198 -1.522 0.2 0.1 0.0
H -3.016 2.714 -2.125 0.0 -0.2 -0.1
H -4.223 3.832 -2.750 0.0 0.0 0.0
H -4.349 2.120 -3.124 0.0 0.0 0.0
H -6.667 2.703 -2.341 0.0 0.0 0.0
H -8.917 2.567 -1.574 0.0 0.0 0.0
H -9.142 3.359 -0.012 0.0 0.0 0.0
H -9.140 1.605 -0.109 0.0 0.0 0.0
H -7.359 2.326 1.846 0.0 0.0 0.0
H -5.753 2.374 3.353 0.0 0.0 0.0
H -4.207 3.120 2.994 0.0 0.0 0.0
H -4.382 1.362 2.915 -0.1 0.1 0.0
H -0.385 2.392 2.177 0.0 -0.2 0.0
H 0.074 3.392 3.540 0.0 0.0 0.0
H 1.015 3.453 2.050 0.0 0.0 0.0
H 0.534 5.864 2.772 0.0 0.0 0.0
```
Positions in Å, forces in eV/Å.

Computed properties:
Total charge ... +2
LUMO ... -6.56 eV
Frontier orbital gap ... 5.801 eV
HOMO level ... -12.359 eV
Relative energy (zero: lowest compared OMol25 entry of this formula, charge and spin) ... 4.5 kcal/mol

=====

Among the records above, which one has the highest relative energy (zero: lowest compared OMol25 entry of this formula, charge and spin)? C50H65FN5O16P

=====

Number 3 is which compound? C50H69AsN4Si4Ti

=====

Among the records above, which one has the lowest LUMO? C50H69AsN4Si4Ti

=====

Which of these has the highest LUMO? C50H68IrNO4PS2Se